{
  "formula": "C30H30Cl2F3N6O3PtSSeSi",
  "method": "wB97M-V/def2-TZVPD",
  "fmax_ev_per_a": 1.86,
  "orbital_gap_ev": [4.96, 4.96],
  "total_charge": -1,
  "de_lowest_kj_mol": 496.71,
  "molar_mass_da": 984.70,
  "e_tot_ev": -167181.271,
  "elements": ["Pt", "C", "C", "C", "C", "C", "N", "C", "C", "C", "C", "C", "C", "C", "N", "C", "C", "C", "N", "C", "C", "N", "C", "C", "C", "N", "H", "H", "H", "H", "H", "H", "H", "H", "H", "H", "H", "H", "H", "H", "H", "H", "H", "H", "F", "C", "F", "F", "S", "O", "O", "O", "Cl", "C", "C", "C", "C", "C", "Cl", "C", "N", "H", "H", "H", "C", "Si", "C", "C", "Se", "H", "H", "H", "H", "H", "H", "H", "H", "H"],
  "positions_angstrom": [[-0.100056, 0.469908, 0.570380], [0.265047, 5.172920, -4.632207], [0.095119, 3.858149, -3.921567], [0.885168, 2.747554, -4.237686], [0.796776, 1.569315, -3.530182], [-0.076687, 1.404432, -2.436347], [-0.003613, 0.297462, -1.623023], [-0.372454, -0.931081, -2.120513], [-1.535196, -1.117455, -2.891816], [-1.954309, -2.362723, -3.315647], [-1.247714, -3.520759, -2.995986], [-1.750637, -4.888400, -3.364912], [-0.065991, -3.357040, -2.292396], [0.367638, -2.102764, -1.893672], [1.721932, -2.040902, -1.426882], [2.816860, -2.359503, -2.163358], [3.934114, -2.149689, -1.398588], [3.462571, -1.685277, -0.160495], [2.133043, -1.637032, -0.205731], [-0.933397, 2.495742, -2.217449], [-0.828193, 3.698498, -2.906007], [-2.049204, 2.370474, -1.312150], [-3.233851, 1.796327, -1.547280], [-3.911418, 1.648469, -0.346922], [-3.035833, 2.115108, 0.622166], [-1.932549, 2.585409, 0.024483], [0.615222, 5.025403, -5.654479], [0.995182, 5.807069, -4.123868], [-0.674529, 5.725537, -4.672122], [1.604527, 2.824733, -5.046116], [1.447463, 0.735672, -3.768151], [-2.122616, -0.239859, -3.132963], [-2.870225, -2.443271, -3.892548], [-2.384100, -4.849186, -4.252548], [-2.340107, -5.319840, -2.553120], [-0.925770, -5.572951, -3.564500], [0.537533, -4.215106, -2.024553], [2.691496, -2.698330, -3.175777], [4.958120, -2.298941, -1.686960], [3.955947, -1.402343, 0.751180], [-1.504081, 4.505260, -2.643574], [-3.539385, 1.598891, -2.559744], [-4.890624, 1.235863, -0.195035], [-3.102661, 2.126120, 1.695141], [-1.645803, -5.552368, 2.865116], [-1.876009, -4.256988, 2.587865], [-2.285695, -3.671506, 3.728611], [-2.915748, -4.206485, 1.730405], [-0.369095, -3.409207, 1.846916], [-0.061044, -4.370040, 0.765346], [0.556973, -3.456598, 3.001685], [1.326400, -1.336585, 0.739728], [-2.544283, 5.028132, 1.560803], [-0.925532, 4.549447, 2.046109], [-0.373706, 5.315719, 3.063534], [0.925408, 5.113064, 3.478217], [1.692999, 4.171210, 2.803905], [1.145646, 3.426430, 1.786442], [2.208823, 2.367815, 0.908848], [-0.224164, 3.509124, 1.406076], [-0.633217, 2.595575, 0.474725], [-0.988990, 6.081181, 3.516518], [1.343962, 5.693339, 4.288002], [2.731610, 4.010401, 3.057813], [-0.078516, 1.259337, 4.753781], [0.185676, -0.506658, 4.125402], [1.978123, -0.627117, 3.666977], [-0.301788, -1.604798, 5.550380], [-1.347509, -0.542128, 2.418015], [0.404848, 1.385805, 5.727919], [-1.139852, 1.484996, 4.875349], [0.342884, 1.996470, 4.065979], [2.568097, -0.418203, 4.565408], [2.210483, 0.117135, 2.903507], [2.224285, -1.616396, 3.286822], [0.231350, -1.274694, 6.446546], [-0.071349, -2.650331, 5.354804], [-1.374229, -1.515041, 5.734475]],
  "atomic_forces_ev_per_a": [[0.41, -0.32, -0.51], [-0.03, 0.01, -0.02], [0.09, -0.06, 0.03], [-0.05, 0.08, -0.04], [0.02, -0.14, 0.09], [0.00, 0.27, -0.16], [0.38, 0.59, 0.48], [-0.08, -0.36, -0.22], [0.06, 0.16, 0.13], [-0.01, -0.09, -0.02], [0.02, 0.10, -0.01], [-0.03, 0.00, -0.02], [-0.08, -0.08, 0.11], [0.09, -0.04, 0.05], [0.05, 0.05, -0.14], [-0.12, 0.10, 0.06], [-0.09, 0.06, 0.18], [-0.01, -0.01, -0.02], [0.21, 0.08, -0.48], [-0.17, 0.15, 0.03], [-0.06, 0.00, -0.07], [0.08, -0.26, -0.02], [-0.04, 0.30, 0.00], [0.34, 0.17, 0.06], [-0.22, 0.14, 0.05], [-0.23, -0.45, -0.15], [-0.01, 0.00, 0.00], [0.01, -0.01, 0.01], [0.00, 0.00, 0.00], [0.00, 0.00, -0.01], [0.02, 0.02, 0.01], [-0.01, -0.01, -0.03], [0.00, 0.01, 0.00], [0.00, 0.00, -0.01], [0.02, 0.02, 0.03], [0.01, 0.00, 0.00], [-0.02, 0.00, 0.06], [-0.01, 0.01, -0.01], [0.01, -0.03, 0.02], [0.01, -0.01, 0.02], [0.00, 0.01, 0.01], [0.04, -0.09, 0.00], [-0.02, -0.01, 0.01], [0.04, -0.10, 0.05], [-0.22, -0.21, 0.13], [0.44, -0.27, -0.01], [-0.15, 0.07, 0.21], [-0.23, -0.05, -0.08], [-0.20, 0.43, -0.77], [0.38, -0.83, -0.40], [0.29, -0.28, 0.51], [-1.23, 0.69, 0.34], [0.05, -0.01, 0.01], [-0.10, -0.05, -0.16], [0.04, 0.01, 0.00], [0.01, -0.09, -0.10], [0.01, 0.10, 0.08], [-0.15, -0.05, -0.13], [0.11, 0.17, 0.07], [0.36, 0.24, 0.53], [-0.03, -1.86, -0.17], [-0.01, -0.02, 0.00], [0.01, 0.00, 0.00], [0.00, 0.01, 0.00], [0.20, 0.07, 0.28], [-0.67, 0.63, -0.16], [0.20, -0.12, -0.05], [-0.03, -0.19, -0.03], [0.18, 1.37, 0.30], [0.09, 0.12, 0.07], [0.01, -0.09, -0.02], [-0.02, -0.02, -0.02], [0.06, 0.02, 0.00], [0.03, 0.03, 0.01], [-0.05, -0.05, 0.01], [0.01, 0.00, 0.03], [0.00, -0.03, -0.06], [-0.01, 0.00, 0.03]]
}